(1)
ORCA calculation (ωB97M-V with the def2-TZVPD basis set) on a structure of composition C23H17N3O7Ru.

Computed properties:
- gap between HOMO and LUMO (alpha / beta) (eV) = 5.57 / 7.06
- HOMO (alpha / beta) (eV) = -2.9 / -4.5
- net charge = -1
- calculated total energy (eV) = -45508.234
- multiplicity = 6
- lowest unoccupied orbital energy (alpha / beta) (eV) = 2.7 / 2.5
- energy above the lowest of the compared OMol25 structures with the same formula, charge and spin (eV) = 3.6873

Positions of all 51 atoms, in Å:
1 Ru 0.410 0.000 0.888
2 O -0.195 -0.080 2.865
3 C -0.125 0.879 3.709
4 C -0.227 0.563 5.084
5 C -0.237 1.530 6.060
6 C -0.093 2.874 5.712
7 C 0.042 3.223 4.390
8 C 0.011 2.272 3.350
9 C 0.071 2.736 2.015
10 N -0.104 2.026 0.924
11 C -0.256 2.735 -0.318
12 C 0.590 2.203 -1.504
13 N 0.256 0.883 -1.975
14 C -0.967 0.548 -2.511
15 C -1.342 -0.790 -1.974
16 C -2.521 -1.587 -2.561
17 C -2.475 -3.068 -2.476
18 C -1.875 -3.795 -1.503
19 C -0.973 -3.413 -0.476
20 C -0.120 -2.333 -0.427
21 O 0.608 -2.071 0.587
22 H -0.325 -0.484 5.336
23 H -0.363 1.253 7.098
24 H -0.091 3.634 6.480
25 H 0.150 4.266 4.119
26 H 0.236 3.812 1.898
27 H 0.017 3.794 -0.187
28 H -1.318 2.685 -0.603
29 H 1.647 2.203 -1.227
30 H 0.445 2.887 -2.347
31 H -1.683 1.334 -2.686
32 H -2.889 -1.234 -3.527
33 H -3.135 -3.576 -3.165
34 H -2.136 -4.849 -1.488
35 H -0.909 -4.075 0.377
36 O 2.409 -2.832 -4.169
37 C 1.884 -2.113 -3.122
38 C 2.741 -1.293 -2.334
39 C 2.229 -0.378 -1.468
40 N 0.828 -0.237 -1.297
41 C 0.014 -1.418 -1.670
42 C 0.561 -2.150 -2.853
43 C -2.305 -0.547 -0.828
44 O -3.377 -1.048 -1.477
45 O -2.238 -0.002 0.244
46 C 3.146 0.408 -0.549
47 O 4.315 0.561 -0.892
48 O 2.612 0.835 0.518
49 H 3.358 -2.663 -4.198
50 H 3.815 -1.365 -2.405
51 H -0.116 -2.749 -3.435

=====

(2)
ORCA calculation (ωB97M-V with the def2-TZVPD basis set) on a structure of composition C23H17N5O10P2S3Ta.

Computed properties:
- gap between HOMO and LUMO (eV) = 6.57
- HOMO (eV) = -4.9
- net charge = -1
- calculated total energy (eV) = -104699.572
- lowest unoccupied orbital energy (eV) = 1.7

Positions of all 61 atoms, in Å:
1 Ta 0.680 0.480 -0.378
2 C -2.205 2.816 2.844
3 C -1.937 2.570 1.545
4 N -1.454 1.382 1.095
5 C -1.703 0.272 1.836
6 C -2.233 0.417 3.163
7 C -2.437 1.724 3.653
8 C -2.602 -0.773 3.795
9 C -2.287 -1.994 3.270
10 C -1.659 -2.124 2.003
11 C -1.314 -0.992 1.266
12 N -0.862 -0.978 -0.051
13 C -1.178 -1.878 -1.052
14 C -2.390 -2.646 -1.079
15 C -2.378 -3.835 -1.909
16 C -1.396 -4.081 -2.834
17 C -0.514 -3.021 -3.141
18 C 0.312 -3.003 -4.313
19 C 1.090 -1.854 -4.562
20 C 1.025 -0.795 -3.628
21 N 0.445 -0.859 -2.463
22 C -0.393 -1.921 -2.235
23 H -2.165 3.832 3.182
24 H -2.111 3.329 0.813
25 H -2.711 1.862 4.719
26 H -3.129 -0.751 4.748
27 H -2.567 -2.898 3.839
28 H -1.463 -3.153 1.535
29 H -3.336 -2.434 -0.519
30 H -3.200 -4.544 -1.758
31 H -1.256 -5.066 -3.400
32 H 0.301 -3.880 -5.004
33 H 1.667 -1.758 -5.425
34 H 1.652 0.088 -3.763
35 O 3.140 0.508 3.001
36 P 1.649 0.896 2.924
37 O 0.954 0.483 4.149
38 O 1.239 0.216 1.601
39 O 1.652 2.491 2.644
40 P 1.401 3.339 1.349
41 O 0.202 4.392 1.659
42 O 2.743 3.931 1.095
43 O 0.858 2.423 0.235
44 H 3.736 1.179 3.412
45 H 0.185 5.114 0.987
46 S -1.149 1.535 -1.861
47 C -0.494 3.011 -2.609
48 C -1.325 3.906 -3.332
49 N -1.964 4.687 -3.968
50 C 0.879 3.175 -2.615
51 S 2.040 1.970 -2.263
52 C 1.288 4.511 -2.875
53 N 1.630 5.566 -3.213
54 C 3.880 -1.927 1.017
55 S 2.444 -2.405 0.071
56 O 2.055 -0.924 -0.538
57 O 2.941 -3.182 -1.068
58 O 1.383 -2.921 0.954
59 H 4.415 -1.295 0.321
60 H 4.437 -2.838 1.226
61 H 3.490 -1.375 1.903

=====

(3)
ORCA calculation (ωB97M-V with the def2-TZVPD basis set) on a structure of composition C23H17N5OS4Y.

Computed properties:
- gap between HOMO and LUMO (eV) = 5.65
- HOMO (eV) = -9.4
- net charge = +1
- calculated total energy (eV) = -78009.145
- lowest unoccupied orbital energy (eV) = -3.8
- energy above the lowest of the compared OMol25 structures with the same formula, charge and spin (eV) = 0.0872

Positions of all 51 atoms, in Å:
1 Y 0.231 -0.026 -0.609
2 C -0.307 4.457 0.509
3 C -1.305 4.389 1.461
4 C -2.096 3.248 1.530
5 C -1.833 2.202 0.663
6 N -0.825 2.243 -0.230
7 C -0.097 3.358 -0.314
8 C -2.662 0.969 0.636
9 C -3.983 0.943 1.071
10 C -4.713 -0.222 0.919
11 C -4.130 -1.324 0.310
12 C -2.809 -1.227 -0.099
13 N -2.097 -0.106 0.076
14 C -2.134 -2.303 -0.877
15 C -2.526 -3.633 -0.798
16 C -1.922 -4.559 -1.634
17 C -0.954 -4.129 -2.528
18 C -0.594 -2.794 -2.513
19 N -1.151 -1.896 -1.699
20 H 0.318 5.330 0.406
21 H -1.477 5.212 2.140
22 H -2.883 3.173 2.264
23 H 0.680 3.363 -1.068
24 H -4.441 1.826 1.487
25 H -5.746 -0.259 1.233
26 H -4.703 -2.219 0.124
27 H -3.286 -3.940 -0.096
28 H -2.210 -5.601 -1.591
29 H -0.475 -4.811 -3.214
30 H 0.179 -2.427 -3.176
31 O 3.954 5.006 1.943
32 C 3.472 3.999 1.526
33 S 3.568 3.478 -0.168
34 C 2.631 2.003 0.007
35 C 2.176 1.709 1.244
36 S 1.175 0.353 1.765
37 S 2.576 2.839 2.525
38 S 2.341 1.163 -1.522
39 N 3.384 -5.829 -0.737
40 C 2.785 -4.623 -0.643
41 C 1.821 -4.358 0.344
42 C 1.229 -3.121 0.389
43 N 1.508 -2.124 -0.465
44 C 2.450 -2.373 -1.390
45 C 3.086 -3.582 -1.535
46 H 3.238 -6.528 -0.029
47 H 4.149 -5.970 -1.374
48 H 1.559 -5.108 1.075
49 H 0.497 -2.902 1.163
50 H 2.710 -1.543 -2.041
51 H 3.834 -3.708 -2.303

=====

(4)
ORCA calculation (ωB97M-V with the def2-TZVPD basis set) on a structure of composition C23H18Br2N6O9Os.

Computed properties:
- gap between HOMO and LUMO (alpha / beta) (eV) = 5.96 / 5.96
- HOMO (alpha / beta) (eV) = -8.2 / -8.2
- net charge = 0
- calculated total energy (eV) = -194057.644
- lowest unoccupied orbital energy (alpha / beta) (eV) = -2.2 / -2.2

Positions of all 59 atoms, in Å:
1 Os -0.606 -0.007 -0.089
2 Br -4.440 -2.767 -0.400
3 C -4.751 -0.910 -0.410
4 C -6.070 -0.426 -0.347
5 C -6.312 0.916 -0.343
6 Br -8.103 1.517 -0.233
7 C -5.250 1.850 -0.439
8 C -5.393 3.255 -0.490
9 C -4.286 4.041 -0.635
10 C -3.017 3.431 -0.721
11 N -2.853 2.137 -0.663
12 C -3.933 1.347 -0.522
13 C -3.669 -0.058 -0.479
14 O -2.443 -0.545 -0.543
15 H -6.890 -1.128 -0.297
16 H -6.380 3.690 -0.419
17 H -4.372 5.117 -0.686
18 H -2.115 4.026 -0.827
19 N -1.171 0.510 1.857
20 N -0.819 1.851 2.123
21 C -0.144 2.559 1.124
22 O 0.349 3.633 1.354
23 O -0.207 1.942 -0.020
24 H -2.172 0.398 2.004
25 H -0.641 -0.119 2.456
26 H -0.612 2.097 3.078
27 O 1.437 0.087 -1.458
28 C 1.995 0.110 -0.350
29 O 1.286 0.022 0.718
30 C 3.472 0.187 -0.215
31 C 4.257 0.241 -1.359
32 C 5.630 0.260 -1.213
33 C 6.251 0.226 0.020
34 C 5.435 0.183 1.132
35 C 4.057 0.165 1.044
36 N 6.064 0.131 2.470
37 O 7.272 0.201 2.519
38 O 5.326 0.018 3.426
39 N 6.477 0.294 -2.427
40 O 5.911 0.312 -3.497
41 O 7.679 0.298 -2.264
42 H 3.802 0.265 -2.338
43 H 7.326 0.230 0.108
44 H 3.452 0.130 1.937
45 C 0.198 -2.396 2.305
46 C 0.134 -2.792 0.869
47 C 0.436 -3.992 0.314
48 C 0.177 -3.900 -1.099
49 C -0.268 -2.645 -1.354
50 C -0.661 -2.025 -2.655
51 N -0.311 -1.932 -0.145
52 H 0.655 -3.194 2.886
53 H -0.805 -2.217 2.712
54 H 0.796 -1.491 2.445
55 H 0.800 -4.855 0.851
56 H 0.304 -4.676 -1.837
57 H -0.610 -2.771 -3.445
58 H 0.004 -1.199 -2.919
59 H -1.678 -1.631 -2.613

=====

> calculated total energy of number 1 (C23H17N3O7Ru)?

-45508.234 eV

=====

> What is the net charge in the fourth record?

0

=====

Copy entry 1 word for word.
ORCA calculation (ωB97M-V with the def2-TZVPD basis set) on a structure of composition C23H17N3O7Ru.

Computed properties:
- gap between HOMO and LUMO (alpha / beta) (eV) = 5.57 / 7.06
- HOMO (alpha / beta) (eV) = -2.9 / -4.5
- net charge = -1
- calculated total energy (eV) = -45508.234
- multiplicity = 6
- lowest unoccupied orbital energy (alpha / beta) (eV) = 2.7 / 2.5
- energy above the lowest of the compared OMol25 structures with the same formula, charge and spin (eV) = 3.6873

Positions of all 51 atoms, in Å:
1 Ru 0.410 0.000 0.888
2 O -0.195 -0.080 2.865
3 C -0.125 0.879 3.709
4 C -0.227 0.563 5.084
5 C -0.237 1.530 6.060
6 C -0.093 2.874 5.712
7 C 0.042 3.223 4.390
8 C 0.011 2.272 3.350
9 C 0.071 2.736 2.015
10 N -0.104 2.026 0.924
11 C -0.256 2.735 -0.318
12 C 0.590 2.203 -1.504
13 N 0.256 0.883 -1.975
14 C -0.967 0.548 -2.511
15 C -1.342 -0.790 -1.974
16 C -2.521 -1.587 -2.561
17 C -2.475 -3.068 -2.476
18 C -1.875 -3.795 -1.503
19 C -0.973 -3.413 -0.476
20 C -0.120 -2.333 -0.427
21 O 0.608 -2.071 0.587
22 H -0.325 -0.484 5.336
23 H -0.363 1.253 7.098
24 H -0.091 3.634 6.480
25 H 0.150 4.266 4.119
26 H 0.236 3.812 1.898
27 H 0.017 3.794 -0.187
28 H -1.318 2.685 -0.603
29 H 1.647 2.203 -1.227
30 H 0.445 2.887 -2.347
31 H -1.683 1.334 -2.686
32 H -2.889 -1.234 -3.527
33 H -3.135 -3.576 -3.165
34 H -2.136 -4.849 -1.488
35 H -0.909 -4.075 0.377
36 O 2.409 -2.832 -4.169
37 C 1.884 -2.113 -3.122
38 C 2.741 -1.293 -2.334
39 C 2.229 -0.378 -1.468
40 N 0.828 -0.237 -1.297
41 C 0.014 -1.418 -1.670
42 C 0.561 -2.150 -2.853
43 C -2.305 -0.547 -0.828
44 O -3.377 -1.048 -1.477
45 O -2.238 -0.002 0.244
46 C 3.146 0.408 -0.549
47 O 4.315 0.561 -0.892
48 O 2.612 0.835 0.518
49 H 3.358 -2.663 -4.198
50 H 3.815 -1.365 -2.405
51 H -0.116 -2.749 -3.435